[1]
This record from OMol25 describes a 8-piece molecular cluster, C34H62N13O2 overall. The level of theory is wB97M-V/def2-TZVPD.

Values from the calculation:
HOMO-LUMO gap = 8.048 eV
Net charge = +1
Highest occupied orbital energy = -12.4 eV

Last column: Mulliken charge in e.
CARTESIAN COORDINATES (ANGSTROEM)
C -3.5697 -1.8510 3.8133  -0.91
C -2.1233 -1.6297 4.6234  -0.25
C -1.3601 -0.4054 3.7950  -0.35
N 0.0148 -0.0632 4.3803  -0.14
C 0.8137 0.3916 3.1410  -0.17
N 1.7549 -0.5983 2.4278  -0.38
C 2.2305 0.3334 1.2938  0.19
N 3.1208 -0.2290 0.3905  -0.31
N 1.6395 1.7387 1.3493  0.50
C 1.9274 2.8858 0.3986  -0.27
O 0.7939 3.8037 0.1873  -0.19
N 0.1703 3.4860 -0.9811  0.12
O -0.6480 2.6237 -0.6295  -0.19
N 0.7836 1.7469 2.4451  -0.24
H -4.0983 -2.8592 4.0918  0.32
H -3.2948 -1.7676 2.6579  0.29
H -4.2174 -0.8886 4.0829  0.24
H -2.2704 -1.4021 5.7634  0.26
H -1.4865 -2.6303 4.4927  0.20
H -1.1272 -0.8679 2.7195  0.33
H -2.0785 0.5303 3.7359  0.18
H -0.0792 0.7866 5.0022  0.35
H 3.9700 -0.7063 0.8156  0.35
H 3.0265 -0.1468 -0.6631  0.26
H 2.2159 2.4437 -0.6665  0.33
H 2.8578 3.4821 0.8450  0.16
H 0.1577 2.5010 2.8309  0.33
C -0.7514 3.2254 -6.3303  -0.97
C -0.6716 1.8884 -5.6002  -0.48
C 0.0820 1.9796 -4.2719  -0.15
C 1.5094 2.4382 -4.5218  0.23
N 2.6937 2.8185 -4.7293  -0.54
H 0.2416 3.5976 -6.6015  0.43
H -1.3221 3.1182 -7.2581  0.04
H -1.2462 3.9819 -5.7105  0.32
H -0.1842 1.1555 -6.2548  0.29
H -1.6879 1.5255 -5.4111  0.26
H 0.0995 1.0005 -3.7819  0.35
H -0.4114 2.6880 -3.5976  0.22
C -3.0956 2.5803 -11.9086  -1.22
C -1.9458 3.3249 -11.2375  -0.35
C -0.8025 2.3995 -10.8168  -0.32
C -1.3133 1.3733 -9.8186  0.26
N -1.7372 0.5220 -8.9904  -0.56
H -3.5606 1.8585 -11.2296  0.34
H -3.8751 3.2839 -12.2173  0.33
H -2.7486 2.0431 -12.7987  0.38
H -2.3330 3.8598 -10.3616  0.21
H -1.5587 4.0800 -11.9306  0.33
H 0.0013 2.9818 -10.3541  0.28
H -0.3877 1.8801 -11.6874  0.35
C -0.5254 -4.0269 8.6598  -0.94
C -1.8131 -4.4675 9.3485  -0.57
C -2.7225 -5.2942 8.4374  -0.19
C -3.1237 -4.4682 7.2261  0.25
N -3.4565 -3.7827 6.2213  -0.51
H -0.7273 -3.3733 7.8052  0.18
H 0.1048 -3.4648 9.3562  0.34
H 0.0458 -4.8924 8.3050  0.28
H -2.3492 -3.5778 9.7009  0.31
H -1.5578 -5.0610 10.2334  0.33
H -3.6239 -5.5967 8.9807  0.33
H -2.2084 -6.2011 8.1010  0.19
C 5.8926 2.9840 0.7638  -1.08
C 7.2476 2.5074 0.2501  -0.50
C 7.1293 1.5104 -0.9043  -0.48
C 6.3678 0.2785 -0.4428  0.47
N 5.7361 -0.7436 -0.0598  -0.72
H 5.3019 2.1579 1.1722  0.16
H 6.0266 3.7151 1.5672  0.32
H 5.3144 3.4589 -0.0371  0.49
H 7.8010 2.0514 1.0802  0.32
H 7.8263 3.3755 -0.0843  0.37
H 8.1258 1.2103 -1.2451  0.33
H 6.6028 1.9633 -1.7513  0.30
C -0.6989 -8.6236 4.9939  -1.13
C -1.9221 -8.6728 4.0838  -0.44
C -2.9294 -7.5600 4.3801  -0.21
C -3.4304 -7.6881 5.8095  0.24
N -3.8460 -7.7945 6.9953  -0.54
H -0.9704 -8.7698 6.0442  0.35
H 0.0051 -9.4182 4.7273  0.33
H -0.1799 -7.6627 4.9020  0.29
H -2.4060 -9.6511 4.1927  0.29
H -1.5936 -8.5902 3.0419  0.32
H -3.7796 -7.6303 3.6936  0.31
H -2.4661 -6.5763 4.2473  0.19
C -5.9751 1.3732 -6.9036  -1.29
C -5.0720 2.5769 -6.6538  0.03
C -5.5851 3.8545 -7.3209  -0.39
C -5.6570 3.6545 -8.8260  0.23
N -5.7166 3.4886 -10.0746  -0.51
H -6.0321 1.1247 -7.9681  0.35
H -5.5851 0.4916 -6.3853  0.34
H -6.9910 1.5624 -6.5384  0.33
H -4.0639 2.3456 -7.0190  -0.06
H -4.9929 2.7438 -5.5739  0.33
H -4.9117 4.6896 -7.1010  0.31
H -6.5805 4.1125 -6.9436  0.33
C 4.5043 3.4833 5.2559  -1.11
C 4.2155 1.9952 5.4262  -0.01
C 5.4855 1.1562 5.5800  -0.46
C 6.3520 1.3042 4.3399  0.28
N 7.0707 1.4269 3.3110  -0.54
H 5.0781 3.6819 4.3451  0.23
H 3.5684 4.0455 5.1786  0.34
H 5.0677 3.8739 6.1109  0.34
H 3.6404 1.6442 4.5605  -0.09
H 3.5842 1.8546 6.3105  0.36
H 5.2249 0.1009 5.7126  0.32
H 6.0553 1.4782 6.4584  0.32

=====

[2]
This record from OMol25 describes C35H41As2Cl3F6GaN4O3SSi2 as an isolated structure. The level of theory is wB97M-V/def2-TZVPD.

Values from the calculation:
HOMO-LUMO gap (alpha / beta) = 5.581 / 4.482 eV
Energy above the lowest of the compared OMol25 structures with the same formula, charge and spin = 0.000 eV
Spin multiplicity = 2
Net charge = +2
Highest occupied orbital energy (alpha / beta) = -12.5 / -12.5 eV

Last column: Mulliken charge in e.
CARTESIAN COORDINATES (ANGSTROEM)
Ga 0.9878 -0.7179 0.8302  0.93
O 4.6443 1.8170 7.7225  -0.45
C 3.9280 2.2747 6.6903  0.42
O 3.7073 3.4413 6.5438  -0.51
C 3.3829 1.2648 5.7165  0.15
C 2.7876 0.0758 6.1235  -1.13
C 2.1743 -0.7496 5.1973  -0.67
C 2.1675 -0.3945 3.8475  0.62
C 2.7507 0.7979 3.4480  0.40
C 3.3657 1.6171 4.3737  -1.32
N 1.5311 -1.2109 2.8661  0.36
C 1.3153 -2.4469 3.0981  -0.67
C 0.5296 -3.2376 2.1481  0.55
C 0.2922 -4.5875 2.3220  -0.80
C -0.4792 -5.2500 1.3746  -0.75
C -0.9961 -4.5362 0.3071  -1.02
C -0.7119 -3.1822 0.2030  -0.67
N 0.0371 -2.5506 1.1043  0.92
H 4.8239 0.8688 7.6538  0.36
H 2.7632 -0.1932 7.1715  0.50
H 1.6721 -1.6402 5.5450  0.38
H 2.7592 1.0694 2.4023  0.21
H 3.8206 2.5487 4.0693  0.54
H 1.6759 -2.9418 3.9945  0.66
H 0.7074 -5.1061 3.1746  0.57
H -0.6750 -6.3083 1.4748  0.47
H -1.6044 -5.0162 -0.4449  0.57
H -1.0965 -2.5862 -0.6139  0.97
Cl -4.4706 3.8341 -1.5711  -0.18
C -3.3806 2.8528 -2.4837  0.17
C -3.2373 1.5074 -2.1712  -1.15
C -2.3962 0.7227 -2.9448  0.32
C -1.6908 1.2525 -4.0210  -0.42
C -0.8114 0.3542 -4.8721  -0.51
C 0.6831 0.3886 -4.5054  -1.40
N 0.9552 -0.3856 -3.3034  0.27
C 1.1798 -1.7374 -3.2737  -1.11
C 1.1827 -2.1012 -1.9716  -0.75
N 0.9396 -0.9843 -1.1972  0.45
C 0.8180 0.0329 -2.0434  -0.96
O -1.1977 -0.9935 -4.7416  -0.14
C -2.3307 -1.4007 -5.5229  -0.87
C -1.9519 -2.5543 -6.3932  0.18
C -2.6039 -3.7538 -6.4220  0.51
Cl -3.9847 -4.1957 -5.5056  -0.23
S -1.9019 -4.8683 -7.5221  -0.15
C -0.6983 -3.7314 -7.9535  -0.35
C -0.8430 -2.5548 -7.2879  -0.86
C -1.8432 2.6097 -4.2924  0.73
Cl -0.9733 3.3332 -5.6025  -0.17
C -2.6834 3.4149 -3.5389  -0.75
H -3.8235 1.0762 -1.3716  0.68
H -2.3146 -0.3391 -2.7498  0.41
H -0.8750 0.6827 -5.9161  1.01
H 1.0242 1.4100 -4.3367  0.46
H 1.2550 -0.0449 -5.3237  0.40
H 1.3155 -2.3128 -4.1701  0.61
H 1.3802 -3.0650 -1.5414  0.75
H 0.6423 1.0618 -1.7745  0.94
H -2.6941 -0.5581 -6.1192  0.44
H -3.1310 -1.6942 -4.8406  0.42
H 0.0437 -3.9874 -8.6889  0.45
H -0.1922 -1.7071 -7.4360  0.37
H -2.8078 4.4582 -3.7889  0.51
F 2.6756 -2.1976 0.5148  -0.49
As 4.1785 -1.1780 0.2807  2.14
F 4.2677 -1.1433 2.0001  -0.45
F 2.8305 0.1482 0.4271  -0.72
F 5.3407 0.0423 0.1457  -0.45
F 3.8460 -1.1540 -1.3961  -0.50
F 5.1597 -2.5470 0.1692  -0.43
C 0.0195 3.6342 3.2700  -0.76
Si 0.1948 3.5144 1.4219  0.37
C -1.0768 4.5390 0.5432  -1.04
C 1.8965 3.6341 0.6742  -0.86
As -0.5767 1.1936 0.9119  0.36
Si -2.3438 0.5998 2.4521  0.48
C -3.4769 2.0771 2.4714  -0.94
C -1.5722 0.2225 4.1137  -0.85
C -3.2043 -0.8864 1.7185  -0.85
H 0.4965 4.5582 3.6070  0.48
H 0.4801 2.8225 3.8088  0.14
H -1.0340 3.6839 3.5451  0.26
H -0.9061 5.5991 0.7393  0.45
H -2.0808 4.2966 0.8846  0.27
H -1.0366 4.3851 -0.5352  0.23
H 2.4614 4.4316 1.1604  0.46
H 1.8126 3.8881 -0.3833  0.35
H 2.4797 2.7202 0.7519  0.09
H -3.0484 2.9270 3.0014  0.30
H -4.4066 1.8098 2.9765  0.45
H -3.7288 2.3964 1.4602  0.17
H -0.6950 0.8300 4.3323  0.13
H -1.2904 -0.8292 4.1815  0.22
H -2.3159 0.4252 4.8861  0.53
H -3.5781 -0.6731 0.7173  0.21
H -4.0599 -1.1537 2.3401  0.48
H -2.5514 -1.7581 1.6627  0.08

=====

[3]
This record from OMol25 describes a 2-piece molecular cluster, C4H9N2 overall. The level of theory is wB97M-V/def2-TZVPD.

Values from the calculation:
HOMO-LUMO gap = 8.742 eV
Energy above the lowest of the compared OMol25 structures with the same formula, charge and spin = 4.132 eV
Net charge = +1
Highest occupied orbital energy = -12.7 eV

Last column: Mulliken charge in e.
CARTESIAN COORDINATES (ANGSTROEM)
C -0.7831 -1.5897 1.5606  -0.63
C -1.2051 -1.7388 0.3557  0.05
C 0.9921 1.0598 -0.2362  0.20
C -0.3240 -0.6204 -1.3033  -0.89
N 1.1750 2.3232 0.2363  -0.41
N -0.0876 0.6758 -0.8750  -0.12
H -0.9114 -2.3118 2.3495  0.28
H -0.0104 -0.8992 1.9320  0.19
H -1.8055 -2.2571 -0.3600  0.37
H 1.7929 0.3680 -0.2641  0.35
H -0.9878 -0.7798 -2.0864  0.45
H 0.5545 -1.1644 -1.2849  0.32
H 2.1427 2.6219 0.6676  0.29
H 0.4029 3.0493 0.1501  0.25
H -0.9451 1.2633 -0.8420  0.30

=====

[4]
This record from OMol25 describes a 2-piece molecular cluster, C6H8F2SSi overall. The level of theory is wB97M-V/def2-TZVPD.

Values from the calculation:
HOMO-LUMO gap (alpha / beta) = 8.713 / 6.884 eV
Energy above the lowest of the compared OMol25 structures with the same formula, charge and spin = 4.450 eV
Highest occupied orbital energy (alpha / beta) = -8.5 / -8.3 eV

Last column: Mulliken charge in e.
CARTESIAN COORDINATES (ANGSTROEM)
C 2.4003 0.8377 -1.3012  -0.68
C 3.4639 1.5436 -1.0779  -0.14
C 2.6527 0.2804 0.9181  -0.26
C 1.9089 0.0747 -0.1732  0.27
C -3.5570 -0.7535 0.2065  -0.82
C -3.0537 0.4181 0.9132  -0.65
F 0.4093 -2.0318 -1.1700  -0.23
F 0.2845 -2.0252 1.0937  -0.28
Si 0.2937 -0.9128 -0.0702  0.42
S 3.8490 1.4960 0.5710  -0.14
H 1.8625 0.7710 -2.2930  0.26
H 4.0839 2.1822 -1.7109  0.39
H 2.3746 -0.0253 1.9464  0.37
H -4.6261 -0.9879 0.2067  0.32
H -3.2655 -0.8725 -0.8637  0.29
H -3.1112 -1.7202 0.4628  0.29
H -3.4249 0.3588 1.9236  0.28
H -2.5448 1.3667 0.4181  0.31

=====

[5]
This record from OMol25 describes one molecule with the formula C22H21NO2. The level of theory is wB97M-V/def2-TZVPD.

Values from the calculation:
HOMO-LUMO gap = 9.373 eV
SMILES = CN(Cc1ccccc1)C(=O)c1ccc(COc2ccccc2)cc1
Energy above the lowest of the compared OMol25 structures with the same formula, charge and spin = 0.901 eV
Highest occupied orbital energy = -8.7 eV

Last column: Mulliken charge in e.
CARTESIAN COORDINATES (ANGSTROEM)
C 2.7613 0.3195 1.7824  -1.02
N 3.0560 1.0510 0.5774  0.13
C 4.4456 1.4334 0.3994  -1.37
C 5.3063 0.2232 0.1470  0.62
C 6.3334 -0.1284 1.0108  -0.46
C 7.0976 -1.2575 0.7684  -0.56
C 6.8344 -2.0500 -0.3350  -0.39
C 5.8069 -1.7079 -1.1993  -0.72
C 5.0483 -0.5772 -0.9602  -0.07
C 2.1597 1.3487 -0.3923  0.62
O 2.4482 2.0285 -1.3618  -0.66
C 0.7812 0.7887 -0.2293  -0.08
C -0.3077 1.6453 -0.1447  -0.57
C -1.5932 1.1382 -0.0741  -0.75
C -1.8090 -0.2311 -0.1111  0.46
C -3.1954 -0.8175 -0.0355  -0.30
O -4.1592 0.2080 -0.0336  -0.25
C -5.4770 -0.1311 0.0294  0.60
C -5.9674 -1.4289 0.1154  -0.41
C -7.3351 -1.6448 0.1780  -0.60
C -8.2218 -0.5857 0.1551  -0.54
C -7.7332 0.7092 0.0680  -0.43
C -6.3751 0.9374 0.0058  -0.40
C -0.7193 -1.0883 -0.2207  -0.85
C 0.5656 -0.5854 -0.2773  -0.30
H 3.1929 0.8472 2.6367  0.30
H 3.1942 -0.6849 1.7470  0.31
H 1.6865 0.2404 1.9263  0.45
H 4.4745 2.1045 -0.4643  0.38
H 4.7897 1.9735 1.2877  0.47
H 6.5413 0.4868 1.8752  0.33
H 7.8981 -1.5198 1.4446  0.37
H 7.4293 -2.9316 -0.5229  0.38
H 5.6002 -2.3223 -2.0633  0.38
H 4.2511 -0.3013 -1.6354  0.44
H -0.1415 2.7120 -0.1332  0.46
H -2.4386 1.8028 0.0005  0.46
H -3.3514 -1.4870 -0.8958  0.43
H -3.2785 -1.4209 0.8832  0.40
H -5.3018 -2.2779 0.1346  0.36
H -7.7039 -2.6580 0.2452  0.35
H -9.2850 -0.7647 0.2040  0.37
H -8.4163 1.5453 0.0480  0.37
H -5.9780 1.9380 -0.0630  0.38
H -0.8811 -2.1561 -0.2632  0.42
H 1.4058 -1.2584 -0.3711  0.48

=====

[6]
This record from OMol25 describes one molecule with the formula C19H23N3O4S. The level of theory is wB97M-V/def2-TZVPD.

Values from the calculation:
HOMO-LUMO gap = 9.174 eV
SMILES = COc1ccccc1CNC(=O)N1CCN(S(=O)(=O)c2ccccc2)CC1
Energy above the lowest of the compared OMol25 structures with the same formula, charge and spin = 2.384 eV
Highest occupied orbital energy = -8.6 eV

Last column: Mulliken charge in e.
CARTESIAN COORDINATES (ANGSTROEM)
C -1.1106 -0.6509 3.2921  -1.13
O 0.1817 -0.8713 2.7769  -0.16
C 1.2563 -0.4864 3.5237  0.89
C 1.1708 0.3105 4.6590  -0.52
C 2.3166 0.6664 5.3508  -0.64
C 3.5559 0.2349 4.9201  -0.71
C 3.6434 -0.5595 3.7887  -0.67
C 2.5128 -0.9346 3.0835  0.60
C 2.6193 -1.8096 1.8646  -1.19
N 2.1056 -1.1503 0.6826  -0.05
C 1.1156 -1.7192 -0.0537  0.77
O 0.7814 -2.8777 0.1026  -0.70
N 0.5817 -0.9476 -1.0795  0.04
C -0.6348 -1.4829 -1.6711  -0.91
C -1.8436 -1.0596 -0.8275  -0.71
N -1.8805 0.3693 -0.6125  0.24
S -2.8777 1.2804 -1.5769  1.22
O -2.8418 2.6151 -1.0540  -0.73
O -4.1281 0.5867 -1.6530  -0.71
C -2.1520 1.3043 -3.2210  0.18
C -2.4866 0.3129 -4.1228  -0.42
C -1.8997 0.3139 -5.3781  -0.50
C -0.9902 1.3047 -5.7145  -0.51
C -0.6729 2.3033 -4.8066  -0.50
C -1.2578 2.3045 -3.5504  -0.39
C -0.6393 0.9570 -0.1704  0.01
C 0.5338 0.5007 -1.0499  -0.89
H -1.3581 0.4154 3.3293  0.41
H -1.2209 -1.0864 4.2896  0.45
H -1.7925 -1.1496 2.6049  0.18
H 0.2141 0.6601 5.0134  0.42
H 2.2310 1.2852 6.2314  0.40
H 4.4488 0.5113 5.4593  0.38
H 4.6089 -0.9068 3.4500  0.37
H 2.0194 -2.7174 1.9853  0.37
H 3.6656 -2.0953 1.7053  0.45
H 2.3371 -0.1781 0.5830  0.24
H -0.7125 -1.1078 -2.6954  0.37
H -0.5526 -2.5700 -1.6801  0.50
H -1.7692 -1.5539 0.1473  0.11
H -2.7874 -1.3362 -1.2954  0.49
H -3.2113 -0.4321 -3.8353  0.47
H -2.1531 -0.4545 -6.0924  0.42
H -0.5333 1.3041 -6.6927  0.39
H 0.0253 3.0807 -5.0777  0.43
H -1.0489 3.0766 -2.8266  0.49
H -0.4529 0.6326 0.8590  -0.45
H -0.7740 2.0383 -0.1917  0.55
H 0.3864 0.8411 -2.0807  0.35
H 1.4708 0.9275 -0.6923  0.34

=====

For each record above, in turn, the calculated largest force on an atom values are 0.1982; 0.0177; 0.0962; 0.1085; 0.0078; 0.0218 Eh/bohr.